Computed, not measured: C19H24N4SSeSiW as an isolated structure, with wB97M-V/def2-TZVPD.

```
51
C19H24N4SSeSiW (wB97M-V/def2-TZVPD)
W -0.74872 0.59320 0.11517
N 1.05822 -2.98005 1.27148
C 0.81846 -2.62269 2.59986
C 1.09819 -3.27642 3.79246
C 0.72958 -2.61663 4.94623
C 0.11389 -1.35446 4.91107
C -0.16044 -0.71242 3.72159
C 0.19880 -1.37471 2.55288
N 0.07138 -1.00868 1.20574
C 0.60619 -2.00437 0.49022
C 0.61576 -1.87411 -0.95450
C 1.06902 -2.66644 -1.95558
S 0.77433 -1.92647 -3.46675
C 0.06411 -0.59844 -2.69774
N 0.04047 -0.68827 -1.38771
H 1.50083 -3.83200 0.96143
H 1.57925 -4.24430 3.82011
H 0.92382 -3.07844 5.90407
H -0.14594 -0.87460 5.84435
H -0.61977 0.26606 3.70827
H 1.55097 -3.62905 -1.89167
H -0.33566 0.24802 -3.23529
C -2.41819 1.61795 1.75379
C -2.94859 0.61988 0.76572
C -4.07860 -0.18825 0.79695
C -4.42614 -0.45871 -0.53388
C -3.48997 0.13942 -1.36513
C -3.35340 0.03717 -2.84435
N -2.59183 0.82029 -0.59366
H -2.65765 1.31742 2.77116
H -2.77217 2.63037 1.55813
H -1.28610 1.75062 1.77824
H -4.63535 -0.46236 1.67961
H -5.26025 -1.05555 -0.86740
H -4.33664 -0.04986 -3.30332
H -2.78828 -0.85226 -3.13523
H -2.86779 0.92274 -3.25412
C 3.28814 0.68709 -1.44076
Si 2.51651 2.36950 -1.64778
C 1.89180 2.72173 -3.35891
C 3.57854 3.71976 -0.96570
Se 0.64226 2.50301 -0.16732
H 4.25146 0.68118 -1.95838
H 2.68936 -0.12200 -1.86072
H 3.48144 0.47584 -0.38757
H 2.74674 2.81250 -4.03458
H 1.34977 3.66801 -3.38488
H 1.23881 1.94445 -3.75596
H 4.49193 3.79443 -1.56174
H 3.86763 3.52506 0.06779
H 3.07383 4.68585 -1.00569
```

## Properties
Net charge: +2
E_tot (eV): -111925.378
Energy above the lowest of the compared OMol25 structures with the same formula, charge and spin (kcal per mole): 0.0
2S+1: 3
E_LUMO (alpha / beta) (eV): -7.22 / -7.23
Frontier orbital gap (alpha / beta) (eV): 6.42 / 7.16

Computed, not measured: one molecule with the formula C4H8OS2, with wB97M-V/def2-TZVPD.

```
15
C4H8OS2 (wB97M-V/def2-TZVPD)
C 1.00610 -1.05468 0.18808
C 0.34193 -0.08777 1.16473
C -1.65183 1.41516 0.06768
C 0.06284 -1.57111 -0.81551
O 0.46024 2.61985 0.69974
S 0.06391 -0.88349 -2.46571
S 0.00370 1.41262 -0.01958
H 1.85758 -0.63788 -0.32250
H 1.32918 -1.92354 0.75192
H -0.50699 -0.37013 1.76664
H 1.01333 0.12181 1.92720
H -2.31498 1.09824 -0.78316
H -2.17370 2.24679 0.61192
H -0.57664 -2.37006 -0.58564
H 1.08534 -0.01580 -2.18581
```

## Properties
E_tot (eV): -27990.430
Energy above the lowest of the compared OMol25 structures with the same formula, charge and spin (kcal per mole): 121.5
E_LUMO (alpha / beta) (eV): 0.19 / -1.02
Frontier orbital gap (alpha / beta) (eV): 8.62 / 6.41

Computed, not measured: a 2-piece molecular cluster, C2H3ClFN overall, with wB97M-V/def2-TZVPD.

```
8
C2H3ClFN (wB97M-V/def2-TZVPD)
C -0.42049 -0.11696 1.31345
C 0.22289 0.04140 -0.91909
N 0.27608 -0.59702 0.39126
F -0.84034 0.73511 -1.21879
Cl 1.71237 0.94656 -1.12278
H -0.18758 -0.75376 2.15950
H -1.12916 0.65807 1.52966
H 0.36623 -0.91341 -2.13321
```

## Properties
E_tot (eV): -18849.645
Energy above the lowest of the compared OMol25 structures with the same formula, charge and spin (kcal per mole): 47.7
E_LUMO (eV): 0.46
Frontier orbital gap (eV): 10.94

Computed, not measured: C22H28N3O2Os as an isolated structure, with wB97M-V/def2-TZVPD.

```
56
C22H28N3O2Os (wB97M-V/def2-TZVPD)
Os -0.03630 -0.01639 0.07466
C 2.45141 1.68153 -1.01478
N 0.96766 1.56293 -1.08883
C 0.42707 2.91851 -0.73789
C 0.32090 3.08994 0.76937
C -1.03286 2.63809 1.28705
N -1.44968 1.36912 0.63258
C -2.71216 1.25881 0.40088
C -3.40953 0.14376 -0.18250
C -4.80491 0.25167 -0.30453
C -5.54418 -0.77840 -0.83628
C -4.89292 -1.93564 -1.26089
C -3.52456 -2.07105 -1.16728
C -2.76051 -1.03262 -0.62830
O -1.43138 -1.20392 -0.59036
C 0.63911 1.25268 -2.53386
C 0.20031 -0.16890 -2.88910
C 1.13506 -1.28969 -2.45897
N 1.24967 -1.30233 -0.99096
C 2.09470 -2.08359 -0.42755
C 2.49435 -1.96127 0.95818
C 3.20510 -3.01474 1.55242
C 3.69342 -2.89862 2.83381
C 3.50460 -1.70027 3.52345
C 2.83347 -0.63856 2.95195
C 2.30410 -0.75184 1.66164
O 1.70254 0.29996 1.12186
H 2.76910 2.44842 -1.72360
H 2.92455 0.73652 -1.26786
H 2.75898 1.95139 -0.01289
H -0.55011 3.02230 -1.21260
H 1.07737 3.67203 -1.18673
H 0.48956 4.11927 1.08533
H 1.11703 2.50266 1.23443
H -1.80195 3.37285 1.03809
H -1.02699 2.50141 2.36854
H -3.32558 2.11428 0.67765
H -5.29264 1.15599 0.03708
H -6.61781 -0.69582 -0.92188
H -5.47584 -2.74953 -1.67183
H -3.02370 -2.97169 -1.49339
H 1.52138 1.52940 -3.11280
H -0.15670 1.93007 -2.84154
H 0.05887 -0.20992 -3.96944
H -0.78793 -0.35297 -2.46204
H 2.13797 -1.09720 -2.85300
H 0.81182 -2.26599 -2.82149
H 2.60698 -2.83063 -1.03903
H 3.37172 -3.92141 0.98299
H 4.23180 -3.71534 3.29228
H 3.89985 -1.59559 4.52572
H 2.70332 0.29500 3.48178
C -0.46449 -0.56358 2.04407
H -1.54329 -0.62606 2.18871
H -0.02917 0.15825 2.73182
H -0.00858 -1.53327 2.24588
```

## Properties
Net charge: +1
E_tot (eV): -34294.808
Energy above the lowest of the compared OMol25 structures with the same formula, charge and spin (kcal per mole): 0.0
E_LUMO (eV): -3.75
Frontier orbital gap (eV): 6.94

Computed, not measured: a 2-piece molecular cluster, C5H13N2 overall, with wB97M-V/def2-TZVPD.

```
20
C5H13N2 (wB97M-V/def2-TZVPD)
N 2.28551 0.13081 0.01480
C 0.98542 0.39747 0.10086
C -0.28592 -0.68052 -0.10445
C -0.61925 -0.63184 -1.52628
C -1.33090 -1.44218 -2.30458
C 0.77717 0.70612 1.67667
N 1.55340 1.84980 1.94504
H 2.65872 -0.73328 -0.49229
H 0.51378 1.34235 -0.35226
H 2.50385 1.48477 1.74162
H -3.34683 0.19822 -0.90964
H -1.06526 -0.06778 0.41776
H -0.18953 -1.65740 0.46377
H -0.21056 0.27232 -2.02949
H -2.07860 -2.12073 -1.93137
H -1.21745 -1.23826 -3.31235
H -0.34611 0.83289 1.99811
H 0.92644 -0.26815 2.15308
H -2.99570 -0.35356 -0.57642
H 1.48182 1.97895 3.02741
```

## Properties
Net charge: +1
E_tot (eV): -8361.247
Energy above the lowest of the compared OMol25 structures with the same formula, charge and spin (kcal per mole): 220.5
E_LUMO (eV): -8.60
Frontier orbital gap (eV): 4.67

Computed, not measured: C5H7NO as an isolated structure, with wB97M-V/def2-TZVPD.

```
14
C5H7NO (wB97M-V/def2-TZVPD)
N -2.11338 -1.59690 -0.65409
C -1.22824 -0.73408 -0.43750
O -1.27342 0.63946 -0.60709
C 0.17440 0.66891 -0.76352
C 0.90908 1.20383 0.46008
C 0.78707 -0.19753 1.11631
C 0.25312 -0.78284 -0.22597
H -2.96486 -1.14249 -0.98703
H 0.42977 0.96407 -1.78344
H 0.45751 2.05658 0.97421
H 1.94785 1.43260 0.19890
H 0.08874 -0.26919 1.95285
H 1.73931 -0.63021 1.43401
H 0.79304 -1.61220 -0.67772
```

## Properties
E_tot (eV): -8834.281
Energy above the lowest of the compared OMol25 structures with the same formula, charge and spin (kcal per mole): 44.3
E_LUMO (eV): 1.00
Frontier orbital gap (eV): 10.99

Computed, not measured: C17H29ILaNO2P2 as an isolated structure, with wB97M-V/def2-TZVPD.

```
53
C17H29ILaNO2P2 (wB97M-V/def2-TZVPD)
C -0.81319 3.94901 -1.33102
C -0.86630 2.60816 -0.96752
N -0.06572 2.14311 0.02818
C 0.88717 2.93330 0.58206
C 0.94838 4.28901 0.27831
C 0.07666 4.80483 -0.68555
C -1.80543 1.71279 -1.74015
P -2.26652 0.15276 -0.85102
La -0.38293 -0.07519 1.24228
P 2.29763 0.60009 1.47290
C 1.84279 2.39255 1.65700
C 0.07290 -2.49536 0.65196
C -0.95982 -3.02777 1.40373
C -0.97107 -4.43114 1.62562
C 0.04606 -5.21795 1.09446
C 1.10001 -4.64538 0.37294
C 1.11711 -3.24013 0.16539
O -0.75364 0.46381 -4.02085
O 0.39189 -1.67950 -2.73755
H -1.47925 4.29900 -2.11927
H 1.63756 4.91960 0.84126
H 0.08913 5.87181 -0.92040
C -3.71391 0.60413 0.17601
C -2.93915 -1.12610 -1.96400
H 2.78638 2.95721 1.58849
H 1.34594 2.51322 2.64462
H -1.29234 1.32103 -2.68637
H -2.70428 2.29305 -1.97812
C 2.69118 0.00175 3.17627
C 3.89464 0.59580 0.61061
H -1.77349 -2.45253 1.86017
H -1.77675 -4.86230 2.22412
H 0.04521 -6.30008 1.25869
H 1.92127 -5.23462 -0.03057
H 1.97270 -2.82611 -0.36437
H 0.56204 -1.15299 -1.85187
H 0.27947 -2.60487 -2.43430
H -0.34285 -0.32267 -3.59314
H -0.02827 0.90900 -4.48374
H 0.63751 -0.53636 -0.67904
H -4.57288 0.85502 -0.47972
H -3.94206 -0.25251 0.82756
H -3.44859 1.44705 0.82944
H -3.82815 -0.80088 -2.52894
H -2.14649 -1.45664 -2.64388
H -3.19309 -1.97813 -1.32492
H 4.70115 1.08827 1.18945
H 4.13745 -0.45803 0.40905
H 3.73526 1.09838 -0.35158
H 3.59503 0.50706 3.57458
H 1.82431 0.14778 3.84245
H 2.86174 -1.08181 3.09389
I -1.43241 0.78049 4.04640
```

## Properties
E_tot (eV): -51222.284
Energy above the lowest of the compared OMol25 structures with the same formula, charge and spin (kcal per mole): 0.0
E_LUMO (eV): 0.03
Frontier orbital gap (eV): 6.74

Computed, not measured: C12H14FeNO3 as an isolated structure, with wB97M-V/def2-TZVPD.

```
31
C12H14FeNO3 (wB97M-V/def2-TZVPD)
O -0.16108 -2.73553 -4.22112
C -0.15972 -2.30417 -3.13000
Fe -0.17705 -1.71014 -1.50532
C -1.90981 -1.78289 -1.64468
O -3.06155 -1.88169 -1.72423
C -0.15969 -3.37173 -0.90503
O 0.03280 -4.36193 -0.33260
C -0.21110 -0.39143 0.44399
C 1.01777 -0.96202 0.76129
C 2.02529 -1.26925 -0.12425
C 1.99211 -1.10995 -1.51231
C 1.25885 -0.17882 -2.27329
C 0.19211 0.59605 -1.83579
C -0.58380 0.32999 -0.70265
H -0.96303 -0.41121 1.24107
H 1.16972 -1.24707 1.81038
H 2.91068 -1.76644 0.29153
H 2.75497 -1.66740 -2.06986
H 1.56843 -0.07394 -3.32122
H -0.24083 1.29690 -2.56063
H -1.57778 0.79808 -0.65804
C -1.58448 2.03955 2.98427
N -0.25543 1.86155 2.46312
C 0.28764 2.94537 1.68929
H -1.89578 1.11967 3.49271
H -1.67145 2.88738 3.68480
H -2.27053 2.23111 2.14717
H 0.39955 1.43674 3.11143
H 1.26662 2.65258 1.29056
H -0.38852 3.14844 0.84679
H 0.39510 3.88220 2.26261
```

## Properties
Net charge: +1
E_tot (eV): -54677.617
Energy above the lowest of the compared OMol25 structures with the same formula, charge and spin (kcal per mole): 0.0
2S+1: 5
E_LUMO (alpha / beta) (eV): -3.10 / -7.91
Frontier orbital gap (alpha / beta) (eV): 5.88 / 4.33

no.,F_max (eV/A)
1,0.070
2,4.170
3,5.671
4,1.440
5,5.158
6,0.487
7,2.818
8,6.153